# 1
The following is a DFT calculation (ωB97M-V with the def2-TZVPD basis set) of C40H38CrN7O6PS2 as an isolated structure.

Positions of all 95 atoms, in Å:
Cr  -0.14225  0.14654  -0.04609
O  3.63425  1.57987  0.34786
C  2.52517  1.42370  -0.07988
O  1.67811  0.49015  0.30377
C  1.95817  2.23828  -1.20294
C  2.71093  3.20957  -1.83643
C  2.16436  3.83884  -2.94331
C  0.90180  3.45383  -3.36556
C  0.21472  2.49191  -2.64391
N  0.72401  1.89257  -1.56513
H  3.69268  3.43885  -1.44489
H  2.72326  4.60350  -3.46803
H  0.44089  3.89128  -4.24107
H  -0.78090  2.19781  -2.94418
C  -3.34594  1.25059  -2.36672
C  -3.49199  1.61049  -0.89065
C  -2.60200  2.77591  -0.48092
C  -3.29932  0.42945  0.06012
C  -4.44867  -0.56289  -0.03882
O  -3.81350  -1.84903  -0.00467
C  -2.49842  -1.70065  0.03596
N  -2.07554  -0.47009  -0.05657
C  -1.82838  -2.98345  0.32815
C  -2.65688  -4.11898  0.27378
C  -2.25263  -5.33893  0.77444
C  -1.01559  -5.45205  1.39163
C  -0.16382  -4.36146  1.39754
C  -0.52753  -3.14243  0.82985
P  0.77398  -1.88122  0.67722
C  1.68224  -1.97504  2.24462
C  2.89971  -2.64627  2.35541
C  3.52813  -2.73952  3.59003
C  2.95162  -2.16685  4.71439
C  1.74765  -1.48472  4.60517
C  1.11730  -1.38571  3.37678
C  1.95611  -2.65183  -0.50133
C  1.80426  -3.94724  -0.98690
C  2.75037  -4.49590  -1.84735
C  3.85530  -3.75750  -2.23920
C  4.01894  -2.46613  -1.75221
C  3.08658  -1.92324  -0.88597
H  -3.52855  2.13386  -2.98024
H  -4.08672  0.50422  -2.67808
H  -2.33986  0.88992  -2.58780
H  -4.52891  1.92078  -0.72529
H  -1.55381  2.49179  -0.51252
H  -2.83715  3.11910  0.52855
H  -2.73807  3.62287  -1.15363
H  -3.27704  0.85910  1.05982
H  -5.02273  -0.46531  -0.95794
H  -5.12801  -0.50406  0.80602
H  -3.64762  -4.02846  -0.14558
H  -2.91353  -6.19358  0.70941
H  -0.71505  -6.38365  1.85455
H  0.81793  -4.45334  1.84612
H  3.36450  -3.09539  1.48986
H  4.47224  -3.26415  3.66664
H  3.44307  -2.25148  5.67563
H  1.30494  -1.02645  5.48126
H  0.18582  -0.84076  3.29681
H  0.95157  -4.54830  -0.70772
H  2.62007  -5.51174  -2.20248
H  4.58778  -4.18411  -2.91226
H  4.88086  -1.87982  -2.04415
H  3.25629  -0.93450  -0.49067
N  -2.22199  -1.71517  -3.28730
C  -0.89250  -1.82120  -3.20868
N  -0.32317  -2.87963  -3.76613
S  0.08111  -0.59378  -2.53370
H  -2.77951  -2.39803  -3.77505
H  -2.65034  -0.84097  -3.04135
H  -0.84925  -3.57169  -4.27649
H  0.67502  -2.99052  -3.68980
O  -3.17574  8.71382  3.92557
S  -2.07356  7.78509  3.89921
O  -1.55014  7.51195  2.57446
O  -1.05063  7.99271  4.90893
C  -2.75084  6.14617  4.46093
N  -3.73736  6.03948  5.36147
C  -4.08702  4.80600  5.71256
C  -3.48584  3.66760  5.18606
C  -2.46898  3.88008  4.27094
N  -2.10606  5.11025  3.92347
C  -1.74824  2.84491  3.50470
C  -2.06448  1.48595  3.50101
C  -1.46319  0.65698  2.58385
N  -0.55822  1.07770  1.68062
C  -0.15123  2.36270  1.78728
C  -0.72211  3.26144  2.64994
H  -4.89074  4.72788  6.43788
H  -3.80584  2.67723  5.49227
H  -2.79631  1.07407  4.18437
H  -1.71746  -0.39622  2.54597
H  0.63542  2.68679  1.12523
H  -0.42705  4.30557  2.64639

Orbital gap (spin up / spin down), eV: 3.69 / 4.06
E_LUMO (spin up / spin down), eV: -5.0 / -4.6
Multiplicity: 2
Net charge: +1

Quick look at the Löwdin charges, all values in e:
1 Cr 0.552
2 O 0.155
3 C -0.547
4 O -0.269
5 C -0.189
6 C 0.043
7 C -0.008
8 C -0.013
9 C -0.154
10 N -0.004
11 H 0.136
12 H 0.125
13 H 0.120
14 H 0.085
15 C -0.056
16 C -0.350
17 C -0.030
18 C -0.223
19 C -0.041
20 O 0.028
21 C -0.296
22 N 0.038
23 C -0.110
24 C 0.005
25 C -0.033
26 C -0.026
27 C -0.075
28 C -0.264
29 P 1.099
30 C -0.323
31 C -0.066
32 C -0.051
33 C -0.054
34 C -0.052
35 C -0.070
36 C -0.349
37 C -0.089
38 C -0.073
39 C -0.062
40 C -0.046
41 C -0.088
42 H 0.103
43 H 0.082
44 H 0.023
45 H 0.156
46 H 0.043
47 H 0.097
48 H 0.104
49 H 0.127
50 H 0.131
51 H 0.147
52 H 0.125
53 H 0.121
54 H 0.124
55 H 0.120
56 H 0.106
57 H 0.115
58 H 0.115
59 H 0.115
60 H 0.072
61 H 0.094
62 H 0.111
63 H 0.113
64 H 0.118
65 H 0.096
66 N 0.143
67 C -0.811
68 N 0.142
69 S 0.806
70 H 0.129
71 H 0.046
72 H 0.127
73 H 0.103
74 O -0.346
75 S 0.392
76 O -0.377
77 O -0.351
78 C -0.301
79 N 0.144
80 C -0.103
81 C 0.001
82 C -0.236
83 N 0.142
84 C -0.094
85 C 0.025
86 C -0.159
87 N -0.052
88 C -0.068
89 C 0.051
90 H 0.114
91 H 0.101
92 H 0.123
93 H 0.120
94 H 0.118
95 H 0.140

# 2
The following is a DFT calculation (ωB97M-V with the def2-TZVPD basis set) of a single C7H14 molecule.

Positions of all 21 atoms, in Å:
C  -1.08139  0.95508  -1.04830
C  -1.01718  -0.10037  0.05706
C  -2.46010  -0.67865  0.14534
C  0.13169  -1.12819  -0.02769
C  1.42405  -0.48073  0.66093
C  2.68841  -0.00700  0.02829
C  1.58830  0.99439  0.76917
H  -1.46299  0.58014  -2.00460
H  -1.76237  1.74008  -0.69574
H  -0.11064  1.41465  -1.22250
H  -0.61358  0.51506  0.91931
H  -3.18841  0.05024  0.53045
H  -2.79535  -0.90088  -0.87930
H  -2.59421  -1.61018  0.70985
H  -0.20509  -2.05077  0.48518
H  0.41693  -1.42058  -1.04638
H  1.72443  -0.90272  1.62931
H  3.65434  -0.48965  0.29833
H  2.73149  0.31661  -1.00846
H  1.21439  1.65983  -0.00355
H  1.71726  1.54366  1.70332

Orbital gap, eV: 10.78
E_LUMO, eV: 1.2
Structure (SMILES): CC(C)CC1CC1

Quick look at the Löwdin charges, all values in e:
1 C -0.097
2 C -0.428
3 C -0.079
4 C -0.112
5 C -0.330
6 C -0.082
7 C -0.105
8 H 0.080
9 H 0.085
10 H 0.051
11 H 0.126
12 H 0.075
13 H 0.073
14 H 0.068
15 H 0.105
16 H 0.109
17 H 0.135
18 H 0.093
19 H 0.078
20 H 0.065
21 H 0.091

# 3
The following is a DFT calculation (ωB97M-V with the def2-TZVPD basis set) of a single C3H8N4S molecule.

Positions of all 16 atoms, in Å:
H  -1.26951  1.35926  -1.00411
N  -2.20956  1.32873  -0.58262
C  -2.46490  0.17517  -0.15103
N  -3.67865  -0.16955  0.40541
S  -1.37698  -1.26822  -0.26436
N  0.01103  -0.54286  -0.86443
C  1.12225  -0.30267  -0.04619
N  2.27455  -0.16869  -0.54394
C  3.36409  0.13268  0.36585
H  -4.26346  0.62973  0.58242
H  -3.63284  -0.83173  1.14792
H  0.24288  -0.75242  -1.80189
H  0.88230  -0.24515  0.98274
H  4.10102  -0.62476  0.28108
H  3.05919  0.18926  1.41800
H  3.83856  1.09122  0.07514

Orbital gap, eV: 10.17
E_LUMO, eV: 0.7
Structure (SMILES): [H]/N=C(/N)SN/C=N/C

Quick look at the Löwdin charges, all values in e:
1 H 0.034
2 N 0.078
3 C -0.800
4 N 0.048
5 S 0.937
6 N -0.369
7 C -0.309
8 N -0.017
9 C -0.143
10 H 0.093
11 H 0.062
12 H 0.075
13 H 0.104
14 H 0.054
15 H 0.072
16 H 0.082

# 4
The following is a DFT calculation (ωB97M-V with the def2-TZVPD basis set) of C2H12O4Rb as an isolated structure.

Positions of all 19 atoms, in Å:
Rb  -2.34205  0.06169  -1.36029
O  -0.36960  -3.25366  -4.82194
H  -1.17962  -3.69276  -5.08133
H  0.25705  -3.96494  -4.68915
O  -4.96642  4.64175  -0.13135
H  -5.30264  5.02804  0.67732
H  -4.32777  5.27773  -0.45369
O  -0.70569  3.88328  -4.70259
H  -0.00153  4.32257  -4.22569
H  -0.33907  3.71507  -5.57065
C  2.59549  -1.08381  3.79420
C  2.22708  -2.23361  2.90562
O  0.77588  -2.20602  2.81106
H  2.18199  -1.12788  4.80176
H  2.31214  -0.13543  3.33769
H  3.66150  -1.06516  4.02089
H  2.50963  -3.17923  3.36830
H  2.68296  -2.17019  1.91757
H  0.33073  -2.81742  3.40236

Orbital gap, eV: 8.56
E_LUMO, eV: -4.0
Net charge: +1

Quick look at the Löwdin charges, all values in e:
1 Rb 0.962
2 O -0.056
3 H 0.030
4 H 0.035
5 O -0.057
6 H 0.034
7 H 0.030
8 O -0.056
9 H 0.030
10 H 0.034
11 C -0.105
12 C -0.290
13 O -0.114
14 H 0.077
15 H 0.074
16 H 0.075
17 H 0.111
18 H 0.109
19 H 0.076

# 5
The following is a DFT calculation (ωB97M-V with the def2-TZVPD basis set) of a 2-piece molecular cluster, C37H36N overall.

Positions of all 74 atoms, in Å:
C  -3.15628  -5.48163  1.97343
C  -3.14476  -4.41266  2.87356
C  -2.62932  -3.17288  2.47965
C  -2.13165  -2.99192  1.18534
C  -1.42409  -1.69569  0.77796
C  -1.94476  -0.47145  1.53973
C  -1.06350  0.57055  1.86846
C  -1.54650  1.74987  2.44449
C  -2.91850  1.91250  2.65789
C  -3.79986  0.88003  2.33203
C  -3.30990  -0.31370  1.78941
C  0.05104  -1.91257  1.11285
C  0.35646  -2.03757  2.47457
C  1.63230  -2.41781  2.88579
C  2.63893  -2.58537  1.92489
C  2.34948  -2.41529  0.56990
C  1.05039  -2.08625  0.15568
C  -1.64008  -1.42483  -0.71350
C  -3.09452  -1.51610  -1.21121
C  -3.22724  -0.41153  -2.26685
C  -2.01433  0.51164  -2.07948
N  -1.11163  -0.15446  -1.15813
C  -2.09383  -4.08323  0.30836
C  -2.64761  -5.31171  0.68289
H  -3.56468  -6.44604  2.27791
H  -3.53638  -4.52580  3.88678
H  -2.60788  -2.35531  3.20515
H  0.01375  0.47275  1.68494
H  -0.83341  2.52819  2.72734
H  -3.29950  2.84556  3.07636
H  -4.87495  0.98120  2.49673
H  -4.00247  -1.13154  1.58379
H  -0.41940  -1.85750  3.22410
H  1.82877  -2.56985  3.95065
H  3.64672  -2.85403  2.24518
H  3.12467  -2.54621  -0.18577
H  0.82799  -1.96222  -0.90554
H  -1.09688  -2.15309  -1.33073
H  -3.28309  -2.51475  -1.62122
H  -3.80553  -1.34290  -0.39959
H  -3.21404  -0.84390  -3.27255
H  -4.16580  0.14310  -2.14892
H  -1.47717  0.68068  -3.02097
H  -2.31416  1.50780  -1.71823
H  -0.75987  0.44635  -0.41892
H  -1.61644  -3.98700  -0.67053
H  -2.66528  -6.12850  -0.04165
C  7.06185  1.95382  -1.22579
C  5.57444  1.76075  -1.15767
C  4.93878  0.63897  -1.71317
C  3.56593  0.46148  -1.61010
C  2.74240  1.50069  -1.09255
C  1.32971  1.51723  -1.29426
C  0.66743  2.76383  -1.56325
C  -0.56988  3.13331  -0.96711
C  -1.15842  4.36562  -1.22989
C  -0.54489  5.27739  -2.09881
C  0.67270  4.93946  -2.70925
C  1.26768  3.71592  -2.44346
C  3.40852  2.61574  -0.48624
C  4.78692  2.73091  -0.52402
H  7.30494  2.95927  -1.59529
H  7.52083  1.85953  -0.23054
H  7.52644  1.22389  -1.89681
H  5.55628  -0.09581  -2.23539
H  3.09008  -0.43679  -2.00781
H  0.83013  0.57259  -1.46494
H  -1.03821  2.44751  -0.25501
H  -2.10114  4.62444  -0.74115
H  -1.00416  6.24621  -2.29686
H  1.16735  5.64405  -3.37977
H  2.22372  3.45952  -2.90296
H  2.81145  3.40569  -0.02500
H  5.28393  3.59987  -0.08489

Orbital gap, eV: 5.28
E_LUMO, eV: -5.4
Net charge: +1

Quick look at the Löwdin charges, all values in e:
1 C -0.080
2 C -0.061
3 C -0.044
4 C -0.162
5 C -0.269
6 C -0.167
7 C -0.060
8 C -0.082
9 C -0.082
10 C -0.052
11 C -0.036
12 C -0.173
13 C -0.030
14 C -0.053
15 C -0.083
16 C -0.084
17 C -0.033
18 C -0.292
19 C -0.106
20 C -0.133
21 C -0.191
22 N -0.033
23 C -0.025
24 C -0.062
25 H 0.106
26 H 0.109
27 H 0.116
28 H 0.121
29 H 0.108
30 H 0.106
31 H 0.112
32 H 0.117
33 H 0.123
34 H 0.112
35 H 0.104
36 H 0.097
37 H 0.103
38 H 0.125
39 H 0.117
40 H 0.099
41 H 0.110
42 H 0.113
43 H 0.111
44 H 0.099
45 H 0.056
46 H 0.117
47 H 0.108
48 C -0.024
49 C -0.223
50 C -0.002
51 C 0.025
52 C -0.188
53 C 0.142
54 C -0.189
55 C -0.021
56 C -0.042
57 C -0.030
58 C -0.048
59 C -0.007
60 C 0.019
61 C -0.010
62 H 0.099
63 H 0.105
64 H 0.087
65 H 0.128
66 H 0.127
67 H 0.105
68 H 0.095
69 H 0.122
70 H 0.120
71 H 0.119
72 H 0.127
73 H 0.134
74 H 0.132

# 6
The following is a DFT calculation (ωB97M-V with the def2-TZVPD basis set) of a 2-piece molecular cluster, C2HBrCl2F2 overall.

Positions of all 8 atoms, in Å:
F  1.36914  -0.39026  -1.95142
C  0.43963  -0.21717  -0.79986
F  0.58554  1.12337  -0.54494
C  0.10060  -1.06275  0.30664
Cl  0.44659  -0.62766  1.97370
Br  0.41032  -2.97053  0.08923
Cl  -2.14255  2.51276  0.55013
H  -1.20927  1.63225  0.37651

Orbital gap, eV: 8.39
E_LUMO, eV: -1.8
Structure (SMILES): FC(F)=C(Cl)Br.Cl

Quick look at the Löwdin charges, all values in e:
1 F -0.001
2 C -0.272
3 F 0.008
4 C -1.013
5 Cl 0.606
6 Br 0.670
7 Cl 0.297
8 H -0.297

Q: Which molar mass values were calculated for the entries above? A: 859.89 98.19 132.19 185.58 494.70 213.84, in g/mol.